[1]
This record from the Open Molecules 2025 dataset describes 20 unconnected molecules or ions with the total composition C102H112N20O34 at a distorted geometry. The level of theory is ωB97M-V/def2-TZVPD.

```
268
Properties=species:S:1:pos:R:3
C -5.78710 -8.48362 -0.80847
C -5.26668 -8.52986 -2.14625
C -4.23247 -7.66592 -2.59416
C -3.84105 -6.64580 -1.70240
C -4.32967 -6.57265 -0.42041
C -5.25918 -7.51642 0.04719
N -2.87503 -5.65678 -2.16261
O -2.24035 -5.92835 -3.18012
O -2.64525 -4.70835 -1.47908
H -6.49375 -9.16830 -0.47381
H -5.59133 -9.32390 -2.80397
H -3.72531 -7.57561 -3.53428
H -4.11468 -5.78893 0.28075
H -5.69068 -7.39342 1.01911
C -0.93768 -0.08610 -6.07412
C -0.74817 -1.13031 -5.15548
C -1.82766 -1.65523 -4.47321
C -3.09784 -1.13686 -4.69118
C -3.32495 -0.05603 -5.49316
C -2.20902 0.44633 -6.22264
N -4.27131 -1.81251 -4.07560
O -5.33291 -1.26172 -4.12508
O -4.04128 -2.88501 -3.58542
H -0.08087 0.35110 -6.59812
H 0.20958 -1.53208 -4.93760
H -1.67603 -2.54671 -3.86729
H -4.30578 0.38053 -5.55740
H -2.45470 1.16402 -6.95149
C -8.62587 -4.04472 -2.57343
C -7.36608 -3.54995 -2.74228
C -6.53094 -3.48132 -1.59625
C -7.01544 -3.73960 -0.34024
C -8.27161 -4.31707 -0.15678
C -9.03502 -4.40656 -1.31000
N -6.09920 -3.59484 0.85772
O -5.08196 -2.86353 0.66508
O -6.33660 -4.17519 1.88255
H -9.20457 -4.25955 -3.49895
H -6.94463 -3.30076 -3.69415
H -5.51074 -3.18518 -1.65557
H -8.69250 -4.68791 0.71974
H -10.05481 -4.80239 -1.21615
C 6.01089 5.75611 -2.13078
C 5.91424 4.47907 -2.64889
C 5.08254 3.51282 -2.09283
C 4.14414 3.96729 -1.18178
C 4.26955 5.24146 -0.59922
C 5.26227 6.06996 -1.02077
N 3.17404 3.01269 -0.57314
O 3.02654 1.97607 -1.18032
O 2.52902 3.29248 0.41741
H 6.89112 6.29783 -2.35800
H 6.52761 4.19814 -3.47160
H 5.11268 2.47678 -2.31963
H 3.59282 5.46128 0.20090
H 5.49567 7.02372 -0.48225
C -0.15687 4.45846 0.35682
C 0.61998 5.58701 0.59981
C 0.08473 6.86282 0.43372
C -1.20229 6.95147 0.03221
C -2.00363 5.85176 -0.32247
C -1.48086 4.58408 -0.08284
N -1.77542 8.31036 0.00525
O -1.22781 9.19743 0.61157
O -2.73120 8.44853 -0.76221
H 0.26495 3.53009 0.54372
H 1.65712 5.52660 0.89229
H 0.66612 7.74466 0.62252
H -2.99406 6.02849 -0.77856
H -2.09156 3.75242 -0.33021
C -0.27876 3.59971 -3.36652
C 0.56896 2.49691 -3.57550
C 1.90699 2.63966 -4.02484
C 2.36282 3.94117 -4.15699
C 1.60939 5.06524 -3.94279
C 0.29430 4.88209 -3.51669
N 3.79314 4.13812 -4.65814
O 4.14738 5.31593 -4.72502
O 4.41121 3.15663 -4.99214
H -1.28444 3.55391 -3.00838
H 0.30695 1.46618 -3.48860
H 2.57752 1.81162 -4.07422
H 2.04858 6.04879 -4.05615
H -0.24482 5.80273 -3.20467
C -5.05023 5.19450 1.70692
C -5.00785 6.45346 2.27853
C -5.12000 7.58904 1.52447
C -5.48654 7.40783 0.19167
C -5.66144 6.17223 -0.41854
C -5.31959 5.03218 0.39915
N -5.64701 8.65125 -0.68104
O -5.53911 9.71850 -0.15900
O -5.90077 8.52754 -1.87101
H -5.04624 4.31396 2.39099
H -4.78846 6.51516 3.32210
H -4.96586 8.58229 1.90753
H -5.95798 6.15722 -1.43325
H -5.56420 4.02760 0.07553
C 5.07530 0.49020 4.95393
C 6.26645 -0.05124 4.53977
C 6.62510 -0.00385 3.18895
C 5.89695 0.72274 2.27917
C 4.69072 1.35815 2.69334
C 4.31524 1.16671 4.00067
N 6.30240 0.68259 0.80456
O 7.19568 -0.02823 0.41963
O 5.72849 1.45919 0.03570
H 4.75384 0.30913 5.95595
H 6.83615 -0.66751 5.20241
H 7.54130 -0.39679 2.80495
H 4.12512 1.99567 1.99484
H 3.37407 1.62598 4.28176
C 0.92972 -0.93916 0.83672
C 0.65742 0.38808 0.48975
C -0.41579 0.65631 -0.39613
C -1.28999 -0.32459 -0.74892
C -1.11479 -1.60492 -0.23696
C -0.00070 -1.90475 0.50248
N -2.49345 -0.03285 -1.56853
O -2.67048 1.11574 -1.82385
O -3.28801 -0.94658 -1.78080
H 1.89162 -1.18333 1.34592
H 1.23565 1.23821 0.81082
H -0.68793 1.67811 -0.60219
H -1.72148 -2.50100 -0.44747
H 0.10400 -2.90532 0.87263
C 0.50678 5.75478 5.90059
C 0.70355 6.98959 6.52110
C -0.00461 8.08095 6.08572
C -0.89682 8.00362 4.99692
C -1.13637 6.80338 4.45021
C -0.44634 5.67982 4.89630
N -1.48966 9.22521 4.46022
O -2.22474 9.12538 3.53171
O -1.29393 10.28997 5.01978
H 1.11435 4.86765 6.13484
H 1.50272 7.08692 7.20026
H 0.02382 9.01485 6.56854
H -1.81711 6.78494 3.63891
H -0.54196 4.85140 4.22893
C 0.67593 -7.18224 -3.25543
C 0.21374 -7.76492 -2.08021
C 0.99051 -8.68947 -1.36730
C 2.21142 -9.09591 -1.93930
C 2.70659 -8.54400 -3.13048
C 1.87167 -7.70083 -3.84006
N 3.00001 -10.05357 -1.15443
O 2.45692 -10.76869 -0.39921
O 4.24026 -10.05048 -1.44857
H 0.13554 -6.45251 -3.82972
H -0.70762 -7.45602 -1.66011
H 0.62666 -9.11519 -0.41705
H 3.67368 -8.87157 -3.42934
H 2.18736 -7.30784 -4.82153
C -6.25418 0.12682 -0.52201
C -5.95844 1.15392 -1.35653
C -6.78722 2.29001 -1.45099
C -7.80609 2.41201 -0.55966
C -8.17777 1.34258 0.32923
C -7.34898 0.21457 0.28105
N -8.72348 3.58101 -0.80852
O -9.69433 3.66583 -0.07798
O -8.30699 4.46655 -1.54582
H -5.70755 -0.78674 -0.47166
H -5.11087 1.14952 -1.93239
H -6.66366 3.04926 -2.19256
H -9.09613 1.48208 0.95887
H -7.53456 -0.60698 1.02108
C 2.35842 -1.60563 -2.49509
C 2.25724 -2.94360 -2.97468
C 3.40270 -3.66221 -3.17322
C 4.64746 -3.14965 -2.76934
C 4.71305 -1.85452 -2.32576
C 3.57160 -1.07463 -2.14352
N 5.86581 -3.91957 -2.83005
O 5.76581 -5.07152 -3.23775
O 6.89900 -3.35168 -2.58333
H 1.54718 -0.91438 -2.47294
H 1.26894 -3.37088 -3.07280
H 3.30047 -4.68615 -3.51732
H 5.68768 -1.57978 -1.98686
H 3.60446 -0.10734 -1.73425
C -3.55933 -0.43909 2.12300
C -2.65055 -1.16508 2.85216
C -1.51145 -0.56502 3.39161
C -1.34157 0.75092 3.11919
C -2.21143 1.53871 2.40818
C -3.35276 0.99050 1.89722
N -0.12832 1.42828 3.61345
O -0.02445 2.63286 3.50210
O 0.75213 0.77746 4.20282
H -4.49227 -0.89698 1.76797
H -2.73856 -2.19356 3.15464
H -0.86230 -1.10823 4.08041
H -1.90669 2.61130 2.25157
H -4.04765 1.55741 1.30572
C 5.15318 -4.25263 0.85738
C 3.73032 -4.31200 0.45579
O 3.00361 -3.38256 0.64097
N 3.21163 -5.51064 0.02184
C 3.92429 -6.70762 -0.24789
H 5.44682 -4.99423 1.58738
H 5.40890 -3.23222 1.16446
H 5.83039 -4.45535 0.02287
H 2.25295 -5.38999 -0.23847
H 4.01203 -7.26972 0.71439
H 4.93853 -6.56670 -0.63787
H 3.25318 -7.25875 -0.92818
C 7.89625 -3.72876 5.23887
C 7.77241 -3.33670 3.82383
O 6.70919 -2.92260 3.41818
N 8.90246 -3.36317 3.01184
C 8.75398 -3.10079 1.59690
H 7.43773 -4.74643 5.37880
H 7.31303 -3.04183 5.81984
H 8.89596 -3.87056 5.61953
H 9.73626 -3.88762 3.31654
H 8.40248 -2.12240 1.36866
H 8.07860 -3.82658 1.02973
H 9.66486 -3.17997 1.06470
C 3.37476 5.86675 3.30236
C 2.99095 7.13159 2.67363
O 3.20183 7.46868 1.48226
N 2.25692 7.95764 3.46816
C 1.80780 9.25394 2.94400
H 2.61060 5.12902 3.28880
H 3.59663 5.96338 4.36961
H 4.30459 5.42631 2.91315
H 2.12559 7.76185 4.37497
H 1.00400 9.07922 2.13926
H 2.56297 9.91507 2.55225
H 1.33650 9.76097 3.75829
C 3.05781 -4.15263 3.82206
C 3.79697 -5.44245 3.57426
O 3.18027 -6.44904 3.20916
N 5.08915 -5.53318 3.93570
C 5.88374 -6.75483 4.00005
H 3.59721 -3.21409 3.95428
H 2.59641 -4.37113 4.75680
H 2.26504 -4.09516 3.06965
H 5.50147 -4.59384 3.92451
H 6.50042 -6.78903 4.89598
H 6.51519 -6.77023 3.03771
H 5.18465 -7.59152 3.94380
C -3.80763 2.99223 -4.42774
C -3.99527 4.40800 -3.72430
O -4.54785 4.45548 -2.58675
N -3.69193 5.52702 -4.36430
C -4.26595 6.88967 -3.88399
H -3.23134 2.97934 -5.32030
H -4.82701 2.61106 -4.56908
H -3.34923 2.30796 -3.70461
H -3.58220 5.30842 -5.35591
H -5.38221 6.86978 -3.88584
H -3.93536 7.56754 -4.65704
H -3.94339 7.21132 -2.90510
C -0.13766 -5.56022 0.54891
C -0.37029 -7.00826 0.99005
O -1.44446 -7.61578 0.71230
N 0.71126 -7.67114 1.52989
C 0.56841 -8.96335 2.16983
H -1.03638 -5.05807 0.87808
H -0.14244 -5.51659 -0.52770
H 0.67043 -5.00124 1.02033
H 1.46546 -7.04460 1.80088
H -0.47825 -9.28363 2.29864
H 0.96833 -8.87844 3.15591
H 1.06006 -9.82861 1.62227
```

Results
- Frontier orbital gap: 0.3128 Eh
- HOMO: -9.36 eV


[2]
This record from the Open Molecules 2025 dataset describes a molecular structure, C36H46AsBN6RhSi2 at a distorted geometry. The level of theory is ωB97M-V/def2-TZVPD.

```
93
Properties=species:S:1:pos:R:3
Rh -1.40111 -20.10067 -5.68666
C 1.12825 -22.99352 -9.61629
C 0.04950 -22.06584 -9.18847
C -0.86748 -21.33255 -9.92330
C -1.59073 -20.57410 -9.00653
N -1.12387 -20.79273 -7.78807
N -0.09534 -21.70964 -7.89548
B 0.71050 -22.27717 -6.69057
N 1.47271 -21.07576 -6.05938
N 0.79273 -19.93243 -5.84387
C 1.68076 -18.93446 -5.85221
C 2.96273 -19.42397 -5.95479
C 2.80251 -20.79867 -6.15934
C 3.89805 -21.79206 -6.40776
C 1.17428 -17.56889 -6.06712
C 0.36209 -17.33226 -7.19279
C -0.01787 -16.06061 -7.53155
C 0.47785 -14.95966 -6.83401
C 1.27814 -15.18548 -5.72531
C 1.64810 -16.47133 -5.33678
N -0.30811 -22.90526 -5.66885
N -1.32036 -22.13288 -5.26248
C -2.26557 -22.91594 -4.74621
C -1.84487 -24.25577 -4.80657
C -0.60333 -24.19649 -5.41309
C 0.28609 -25.31669 -5.79735
C -3.56531 -22.34436 -4.36703
C -4.18254 -22.65457 -3.18703
C -5.43187 -22.13677 -2.89750
C -6.06861 -21.32392 -3.82473
C -5.43439 -21.01851 -5.00968
C -4.20643 -21.56057 -5.30795
C -2.73128 -19.70127 -9.29066
C -2.95020 -18.56895 -8.47519
C -3.95155 -17.71416 -8.80194
C -4.85140 -17.99493 -9.84412
C -4.64471 -19.14985 -10.61529
C -3.54647 -19.96047 -10.36347
H 1.00601 -23.19169 -10.64266
H 1.11829 -23.91170 -9.03272
H 2.05858 -22.47062 -9.46522
H -1.01319 -21.47502 -10.95731
H 1.48405 -23.07781 -7.05561
H 3.87943 -18.84649 -6.10547
H 4.88617 -21.29892 -6.39398
H 3.77194 -22.23269 -7.35736
H 3.96390 -22.55359 -5.63358
H 0.05831 -18.21618 -7.73045
H -0.68189 -15.92496 -8.36428
H 0.20846 -13.98597 -7.15593
H 1.68966 -14.33312 -5.19667
H 2.29905 -16.70650 -4.48746
H -2.38035 -25.10879 -4.51746
H 0.01055 -26.20782 -5.28589
H 1.31953 -25.10232 -5.50940
H 0.33409 -25.46987 -6.86147
H -3.69509 -23.34494 -2.51083
H -5.95376 -22.41972 -1.97358
H -7.06563 -20.97524 -3.60130
H -5.88716 -20.37600 -5.76771
H -3.72861 -21.39847 -6.26685
H -2.26179 -18.26245 -7.67790
H -4.09011 -16.81223 -8.19188
H -5.70899 -17.32849 -10.03292
H -5.29912 -19.47087 -11.41973
H -3.26011 -20.75865 -11.03007
C -2.23888 -15.60417 -4.29262
Si -1.79788 -16.63771 -2.77062
C -3.11157 -16.33403 -1.45516
C -0.20713 -15.89061 -2.07675
As -1.70977 -18.90364 -3.39305
Si -1.23655 -20.13658 -1.42173
C -0.10842 -19.25287 -0.20382
C -0.33960 -21.68367 -2.00225
C -2.91574 -20.47339 -0.62549
H -2.32164 -14.55627 -3.95159
H -3.19265 -15.80801 -4.68965
H -1.47254 -15.63231 -5.10644
H -3.38109 -15.28621 -1.55733
H -2.73856 -16.49737 -0.45603
H -4.01589 -16.90095 -1.64080
H -0.52329 -14.89672 -1.76586
H 0.57648 -15.81283 -2.85224
H 0.23221 -16.40703 -1.21481
H 0.87451 -18.98861 -0.64959
H 0.20780 -19.90441 0.59863
H -0.52513 -18.41472 0.30662
H 0.50195 -21.41929 -2.63248
H -0.96369 -22.36227 -2.58584
H 0.04584 -22.27048 -1.15849
H -3.26360 -19.64998 -0.03705
H -2.81274 -21.27396 0.12788
H -3.70785 -20.77658 -1.29425
```

Results
- Expectation value of S²: 6.01
- Total charge: +1
- Frontier orbital gap (alpha / beta): 0.3344 / 0.2366 Eh
- Relative energy (zero: lowest compared OMol25 entry of this formula, charge and spin): 0.0 kJ/mol
- HOMO (alpha / beta): -10.78 / -10.94 eV
- 2S+1: 5


[3]
This record from the Open Molecules 2025 dataset describes a molecular structure, C29H13ClF5IrN4O7 at a distorted geometry. The level of theory is ωB97M-V/def2-TZVPD.

```
60
Properties=species:S:1:pos:R:3
Ir 0.09481 0.07552 -0.12772
Cl -2.38593 -3.24196 5.86941
C -1.68385 -2.23387 4.63135
C -1.01482 -1.03826 5.00406
C -0.45246 -0.23642 4.06815
C -0.51675 -0.55058 2.68040
O 0.06570 0.25924 1.87020
C -1.19950 -1.74676 2.31097
C -1.38425 -2.19259 0.99241
N -1.01927 -1.58570 -0.10037
C -1.30711 -2.09145 -1.42283
C -2.04461 -3.19110 -1.72059
C -2.24494 -3.58537 -3.06928
C -1.72109 -2.85973 -4.09350
C -0.96311 -1.69889 -3.81110
C -0.38329 -0.88191 -4.81391
C 0.38390 0.17955 -4.45548
C 0.57871 0.45692 -3.08524
N 0.01365 -0.24481 -2.14155
C -0.75917 -1.33245 -2.47906
C -1.76636 -2.57695 3.33554
H -0.95302 -0.77233 6.05285
H 0.06718 0.67246 4.34278
H -1.92168 -3.13410 0.89124
H -2.49509 -3.78236 -0.93339
H -2.81946 -4.47840 -3.27664
H -1.86570 -3.16068 -5.12463
H -0.55289 -1.12176 -5.85703
H 0.85388 0.81600 -5.19181
H 1.21980 1.27207 -2.76758
H -2.26966 -3.49605 3.05666
O -1.25871 4.14570 -0.12161
C -0.37535 3.35792 -0.39866
O -0.48616 2.06798 -0.29867
C 0.91963 3.92222 -0.94266
C 0.94797 5.28980 -1.19919
C 2.09443 5.85414 -1.70959
C 3.23129 5.12276 -1.98987
C 3.16328 3.77330 -1.73950
C 2.04436 3.16264 -1.21216
N 4.33804 2.93432 -2.08851
O 5.39946 3.48996 -2.26228
O 4.14825 1.73840 -2.19972
N 2.11612 7.31542 -1.99243
O 1.13502 7.95792 -1.69412
O 3.11816 7.76714 -2.50684
H 0.07631 5.89089 -0.99050
H 4.11917 5.58321 -2.39447
H 2.05848 2.10281 -1.00410
F 1.81091 -2.25224 -1.42301
C 2.57266 -1.42948 -0.67421
C 2.01329 -0.33080 -0.03897
C 2.86715 0.45010 0.72041
F 2.42240 1.55224 1.34461
C 4.21535 0.16203 0.83346
F 5.01497 0.94876 1.55353
C 4.73843 -0.94163 0.19243
F 6.03554 -1.22901 0.29992
C 3.91102 -1.74718 -0.56482
F 4.41170 -2.82302 -1.17748
```

Results
- Frontier orbital gap: 0.2442 Eh
- Relative energy (zero: lowest compared OMol25 entry of this formula, charge and spin): 63.0 kJ/mol
- HOMO: -8.29 eV